Entry 1:
Entry from the Open Molecules 2025 dataset: 5 unconnected molecules or ions with the total composition C4H20N2O5 at a distorted geometry (ωB97M-V with the def2-TZVPD basis set).

E_tot (hartree): -650.03191
Lowest unoccupied orbital energy (eV): 0.5
ΔE to the lowest compared entry with this formula, charge and spin (kJ/mol): 197.66
F_max (eV/A): 5.83

XYZ file:
```
31
C4H20N2O5 (ωB97M-V with the def2-TZVPD basis set)
N 1.15768 -3.19916 0.16757
C 0.63979 -1.90097 0.48518
C -0.93516 -2.03579 0.41723
C -1.61187 -1.19285 1.60605
O -1.50574 -1.60978 -0.81995
C 1.00383 -0.77472 -0.62548
N 2.44195 -0.50612 -0.34222
H 1.92452 -3.56987 0.50228
H 0.69885 -3.59626 -0.57350
H 1.09033 -1.55107 1.46045
H -1.18342 -3.00643 0.53978
H -1.27088 -0.10638 1.39427
H -2.77978 -1.20388 1.49795
H -1.12737 -1.54122 2.48076
H -1.62403 -0.66798 -0.85933
H 0.50017 0.17076 -0.32603
H 0.83554 -1.06072 -1.67470
H 2.83680 -0.10099 -1.20476
H 2.85942 -1.38991 -0.14067
H -2.84908 1.76067 0.14639
H -1.51783 2.48250 -0.09353
O -2.04722 1.64980 -0.19083
H -0.16598 1.97194 -2.29338
H -1.49570 1.57493 -1.93548
O -1.03667 2.08073 -2.54413
H 2.41230 1.46676 0.44467
H 2.55559 1.45366 1.80113
O 2.26066 2.10744 1.24838
H -0.12352 2.90536 1.41672
H 0.49651 3.54861 0.26622
O -0.40220 3.49961 0.69096
```

Entry 2:
Entry from the Open Molecules 2025 dataset: C5H5FIN in the gas phase at a distorted geometry (ωB97M-V with the def2-TZVPD basis set).

E_tot (hartree): -645.77883
Lowest unoccupied orbital energy (eV): -0.1
ΔE to the lowest compared entry with this formula, charge and spin (kJ/mol): 67.15
F_max (eV/A): 3.14

XYZ file:
```
13
C5H5FIN (ωB97M-V with the def2-TZVPD basis set)
C -0.48661 -1.09892 0.76239
C 0.22304 -0.91246 -0.57737
C -0.47163 -0.01764 1.58497
C -0.27071 0.39550 -1.15813
C 0.33025 1.28932 -0.09017
N 0.26182 1.11303 1.15364
F 0.98990 2.40719 -0.55504
I 2.42050 -0.77358 -0.12907
H -0.99003 -2.08556 1.00155
H 0.28716 -1.74047 -1.33904
H -0.96460 0.29650 2.58798
H 0.01403 0.56597 -2.12766
H -1.34314 0.56112 -1.11407
```

Entry 3:
Entry from the Open Molecules 2025 dataset: a molecular structure, C56H57N6P2PbSSi at a distorted geometry (ωB97M-V with the def2-TZVPD basis set).

E_tot (hartree): -4059.98491
Lowest unoccupied orbital energy (eV): 2.1
ΔE to the lowest compared entry with this formula, charge and spin (kJ/mol): 74.69
F_max (eV/A): 1.47
Total charge: -1

XYZ file:
```
124
C56H57N6P2PbSSi (ωB97M-V with the def2-TZVPD basis set)
Pb -0.80718 0.07298 0.19670
C -1.67664 -0.68157 3.58343
P -0.79509 0.89042 3.13922
C -2.13253 2.15678 3.20743
C -1.92512 3.27959 2.41199
C -2.89905 4.25073 2.28279
C -4.09461 4.11980 2.96861
C -4.30435 3.01572 3.77873
C -3.32963 2.03984 3.90234
C 0.06230 1.36660 4.71621
C -0.44437 1.18850 5.99841
C 0.29675 1.56911 7.10331
C 1.55547 2.12634 6.94872
C 2.06621 2.31729 5.67697
C 1.31759 1.95146 4.57370
C -0.86607 -1.81828 3.04004
C -0.71079 -3.09529 3.53275
C 0.16865 -3.75848 2.65165
C 0.48580 -2.85439 1.66332
C 1.50421 -2.87941 0.56103
P 2.29884 -1.23145 0.88332
C 3.76813 -1.02141 -0.19660
C 3.90167 -1.52880 -1.48535
C 4.86897 -1.02852 -2.34054
C 5.71498 -0.01381 -1.92468
C 5.61310 0.48079 -0.63295
C 4.65101 -0.02220 0.21700
C 3.16413 -1.75737 2.41873
C 2.65366 -1.32059 3.63424
C 3.22369 -1.73522 4.82427
C 4.30933 -2.59569 4.80645
C 4.83515 -3.02250 3.59654
C 4.26885 -2.60268 2.40744
N -0.14394 -1.66809 1.89710
H -2.65072 -0.63522 3.08152
H -1.82684 -0.80065 4.66141
H -0.99992 3.35958 1.86143
H -2.73652 5.09504 1.62631
H -4.86876 4.86846 2.86020
H -5.24505 2.90594 4.30411
H -3.52132 1.17247 4.51766
H -1.42001 0.74767 6.14700
H -0.10988 1.42836 8.09572
H 2.13498 2.40584 7.81779
H 3.05141 2.74515 5.54750
H 1.70743 2.11120 3.57868
H -1.14918 -3.49574 4.43119
H 0.53721 -4.76524 2.74289
H 1.04313 -2.88094 -0.43126
H 2.20098 -3.71794 0.66231
H 3.23870 -2.30858 -1.83414
H 4.94898 -1.42203 -3.34576
H 6.44718 0.39885 -2.60544
H 6.26991 1.27577 -0.30057
H 4.55983 0.36798 1.22320
H 1.78764 -0.67186 3.63602
H 2.81706 -1.39242 5.76721
H 4.75094 -2.93654 5.73349
H 5.68482 -3.69385 3.58007
H 4.67887 -2.93787 1.46240
N -5.25424 2.19467 -0.24655
C -3.94635 1.82685 -0.10775
S -3.65574 0.48394 0.88907
N -3.08406 2.57829 -0.75759
N -1.79375 2.31658 -0.56325
C -0.92836 3.19380 -0.94755
C 0.42228 3.11179 -0.48111
C 1.33973 4.13411 -0.77542
C 2.58227 4.12671 -0.18107
C 2.90167 3.09025 0.68935
C 1.95779 2.09619 0.89392
N 0.76245 2.10102 0.33662
H -5.89004 1.82824 0.44160
H -5.44502 3.11125 -0.61927
H -1.23051 4.07940 -1.50843
H 1.05451 4.92033 -1.45748
H 3.29304 4.91790 -0.38021
H 3.85666 3.06123 1.19193
H 2.17121 1.24798 1.53300
C 0.72093 -0.06886 -1.83185
Si -0.09767 -0.77383 -3.33447
C -1.26543 -2.13361 -2.64316
N -2.24441 -1.60232 -1.70522
C -2.85073 -2.64849 -0.88364
C -3.91729 -3.45050 -1.63362
C -5.08393 -2.53087 -2.02300
C -4.67486 -1.06145 -1.91323
C -3.26202 -0.84064 -2.43883
C -0.93197 0.59771 -4.35182
C -0.52967 1.91166 -4.14987
C -1.11099 2.96265 -4.83277
C -2.12112 2.72033 -5.74680
C -2.52240 1.41687 -5.98067
C -1.92443 0.37314 -5.29705
C 1.03747 -1.68055 -4.58148
C 1.41271 -3.00761 -4.39363
C 2.36574 -3.61408 -5.18958
C 2.97991 -2.89921 -6.20315
C 2.62276 -1.57785 -6.41254
C 1.66839 -0.98368 -5.60858
H 1.20555 0.88910 -2.01035
H 1.50407 -0.73361 -1.47222
H -0.62087 -2.80768 -2.07862
H -1.74820 -2.74352 -3.42604
H -3.30598 -2.18151 -0.00766
H -2.05250 -3.30029 -0.52223
H -4.26520 -4.26632 -0.99933
H -3.47331 -3.90068 -2.52459
H -5.92874 -2.69968 -1.35373
H -5.41704 -2.76217 -3.03952
H -4.71908 -0.74750 -0.87126
H -5.36996 -0.43512 -2.47738
H -3.01679 0.22407 -2.39031
H -3.24819 -1.13076 -3.49916
H 0.25238 2.11779 -3.43722
H -0.77904 3.97669 -4.65164
H -2.59144 3.54040 -6.27372
H -3.30754 1.21619 -6.69807
H -2.24436 -0.63940 -5.50009
H 0.94534 -3.57788 -3.60479
H 2.63837 -4.64679 -5.01749
H 3.73016 -3.37018 -6.82376
H 3.09991 -1.01343 -7.20341
H 1.39796 0.04933 -5.77550
```

Entry 4:
Entry from the Open Molecules 2025 dataset: a molecular structure, C49H49BaIN5S2Si (ωB97M-V with the def2-TZVPD basis set).

E_tot (hartree): -3579.56214
Lowest unoccupied orbital energy (eV): 2.0
ΔE to the lowest compared entry with this formula, charge and spin (kJ/mol): 25.79
F_max (eV/A): 0.82
Total charge: -1

XYZ file:
```
108
C49H49BaIN5S2Si (ωB97M-V with the def2-TZVPD basis set)
Ba 0.01521 0.21554 -0.99202
C 2.31094 0.40158 1.00108
Si 1.85143 1.18778 2.53511
C 0.73405 2.68606 2.16718
N -0.29723 2.47416 1.15510
C -0.79691 3.72544 0.54763
C -2.27292 3.99046 0.84459
C -2.56108 3.70510 2.31392
C -2.32585 2.21826 2.62977
C -1.36570 1.59652 1.60423
C 3.17990 2.02703 3.63032
C 3.36704 1.76177 4.98756
C 4.37024 2.38307 5.72323
C 5.21583 3.29610 5.11405
C 5.05391 3.57716 3.76301
C 4.05395 2.94531 3.03992
C 0.97805 0.00218 3.73852
C 1.16455 -1.37558 3.63111
C 0.54659 -2.26557 4.49915
C -0.28978 -1.79297 5.50023
C -0.48363 -0.42549 5.63773
C 0.15338 0.45289 4.77111
H 2.83456 -0.55498 1.10960
H 2.91883 1.07369 0.38103
H 1.43950 3.42160 1.76407
H 0.33672 3.15274 3.08812
H -0.61387 3.72061 -0.52888
H -0.21378 4.55091 0.96698
H -2.91056 3.37191 0.20645
H -2.50531 5.02704 0.58858
H -3.57786 3.99993 2.58249
H -1.88711 4.31906 2.92010
H -3.26977 1.66518 2.60073
H -1.93440 2.10255 3.64200
H -1.94893 1.28397 0.73390
H -0.91004 0.68612 2.00439
H 2.71846 1.05005 5.48658
H 4.49056 2.15063 6.77532
H 5.99846 3.78288 5.68403
H 5.71170 4.28554 3.27295
H 3.96140 3.16380 1.98020
H 1.79803 -1.75815 2.84001
H 0.70474 -3.33206 4.38340
H -0.78344 -2.48513 6.17232
H -1.12625 -0.04359 6.42265
H 0.00334 1.51938 4.90517
C -0.18712 -2.67217 -3.64839
N -0.92423 -1.77303 -2.76223
C -2.19463 -1.93404 -2.69349
C -3.09977 -1.12384 -1.92708
C -4.49157 -1.25130 -1.95839
C -4.99142 -0.20440 -1.17978
C -3.86913 0.49197 -0.73033
N -2.71238 -0.05446 -1.15799
C -0.56501 -4.13339 -3.56952
C -0.74820 -4.74495 -2.33156
C -1.06484 -6.08881 -2.24633
C -1.20526 -6.84994 -3.40120
C -1.03192 -6.25089 -4.63758
C -0.71673 -4.89907 -4.71786
H 0.87293 -2.57456 -3.39275
H -0.27942 -2.32934 -4.68551
H -2.68283 -2.73904 -3.25781
H -5.04735 -2.00275 -2.49980
H -6.02354 0.03286 -0.97359
H -3.87131 1.36907 -0.09576
H -0.66036 -4.15107 -1.43429
H -1.21049 -6.54245 -1.27330
H -1.45828 -7.90063 -3.33477
H -1.14946 -6.83100 -5.54442
H -0.59209 -4.43090 -5.68771
C -2.90172 -1.47462 1.94982
C -1.88644 -2.50972 1.61758
N -0.75081 -2.28450 1.02224
C 0.00031 -3.43471 0.97079
C -0.59160 -4.55075 1.47619
S -2.12688 -4.14252 2.09733
C 1.37639 -3.39871 0.46413
C 2.38189 -4.14648 0.99436
S 3.83298 -3.82804 0.15579
C 3.00288 -2.70392 -0.83782
N 1.73425 -2.57713 -0.58059
C 3.74239 -1.89721 -1.84567
H -3.10046 -0.85682 1.07544
H -2.52319 -0.84568 2.75882
H -3.83509 -1.93371 2.27501
H -0.19798 -5.55266 1.49377
H 2.32723 -4.81720 1.83410
H 4.68006 -2.37101 -2.13301
H 3.96454 -0.92371 -1.40359
H 3.13471 -1.73967 -2.73461
I 2.97452 1.39974 -3.00419
C 1.88802 2.55499 -4.36981
C 2.54310 3.01346 -5.47670
C 1.84597 3.81757 -6.40365
C 0.54097 4.13670 -6.17376
C -0.13683 3.66670 -5.02173
C -1.48553 4.02674 -4.78514
C -2.11652 3.56826 -3.66707
C -1.42843 2.72455 -2.76208
C -0.11799 2.30822 -2.90342
C 0.52346 2.83052 -4.07554
H 3.58335 2.76739 -5.64012
H 2.35791 4.18109 -7.28627
H -0.00322 4.76401 -6.87169
H -1.99299 4.66391 -5.50171
H -3.15023 3.83611 -3.47443
H -2.02154 2.37641 -1.91605
```